# 1
Entry from the Open Molecules 2025 dataset: a cluster of 2 separate species, C5H7BrS in total in a non-equilibrium geometry (the ωB97M-V functional and the def2-TZVPD basis).

Relative energy (zero: lowest compared OMol25 entry of this formula, charge and spin) (eV): 3.1857
LUMO energy (spin up / spin down) (eV): -1.135 / -3.557

```
! wB97M-V def2-TZVPD RIJCOSX def2/J DEFGRID3
* xyz 0 1
Br 4.33622 0.99845 0.04998
S -2.15272 2.58876 -0.72998
C 0.12291 1.47576 0.57003
C -0.27070 -1.45263 -0.92346
C -0.62638 -0.90640 0.45707
C 0.39091 0.17805 0.81184
C -1.04746 1.89619 0.10354
H -1.64982 -0.47356 0.47514
H -0.22150 -0.72351 -1.68721
H 0.79260 2.21456 1.03604
H -1.23912 -1.97631 -1.45526
H 1.42455 -0.08160 1.20336
H 0.67899 -2.03572 -1.04451
H -0.53848 -1.70206 1.13343
*
```

=====

# 2
Entry from the Open Molecules 2025 dataset: the ion C5H10NO with charge +1 in a non-equilibrium geometry (the ωB97M-V functional and the def2-TZVPD basis).

Relative energy (zero: lowest compared OMol25 entry of this formula, charge and spin) (eV): 2.3908
LUMO energy (eV): -3.986
Structure (SMILES): C=C/[N+](=C/O)CC

```
! wB97M-V def2-TZVPD RIJCOSX def2/J DEFGRID3
* xyz 1 1
O 1.56479 -1.84810 -0.99503
N -0.12202 -0.37867 -0.67737
C -1.49664 -0.14007 -0.41584
C -1.93540 -0.13984 0.88381
C 0.81188 1.14607 0.86709
C 0.33192 -1.58749 -0.76689
C 0.75215 0.81799 -0.57198
H -2.89500 0.03149 1.25074
H 2.14974 -1.10795 -0.80854
H 1.08354 0.28052 1.50968
H -1.02672 -0.24361 1.54021
H 1.67081 0.75797 -1.03439
H -0.32331 -2.44011 -0.82048
H 0.11795 1.60005 -1.04426
H -2.13486 0.01246 -1.34218
H -0.17785 1.44506 1.31670
H 1.62904 1.79422 1.10872
*
```

=====

# 3
Entry from the Open Molecules 2025 dataset: a structure of composition C23H38B2F4N6O4SScSi (the ωB97M-V functional and the def2-TZVPD basis).

Relative energy (zero: lowest compared OMol25 entry of this formula, charge and spin) (eV): 3.6070
LUMO energy (eV): 2.445

```
! wB97M-V def2-TZVPD RIJCOSX def2/J DEFGRID3
* xyz -1 1
Sc 0.38414 0.54479 0.01371
S 0.86830 -1.67168 -1.22848
Si 3.00825 1.48090 0.44179
F -0.34236 1.60334 -4.99847
F -0.07894 1.48283 1.93385
F -1.16195 3.29897 2.94883
F 0.30575 -0.59552 -5.19374
O -0.13754 3.58268 0.87980
O -2.16523 2.23919 1.15050
O -1.38924 -0.07841 -3.70702
O 0.98766 0.55108 -3.30766
N 0.26942 2.83764 -0.18605
N -0.28382 -3.80829 0.14065
N 0.71636 1.35941 -2.23485
N -1.94076 1.35097 0.10708
N -1.81682 0.85195 -2.81453
N 0.98773 -2.35278 1.52191
C 3.77452 2.37849 -1.06895
C -3.52977 -2.31434 3.96949
C 0.61371 3.46822 -1.23883
C 0.97331 2.60841 -2.38790
C -0.23957 -1.49464 1.28028
C -2.08535 -5.41748 -0.18512
C 0.19788 -2.45091 0.21927
C -1.56869 -3.08293 2.80712
C -3.34510 -1.06111 3.40984
C -2.55204 0.37916 -1.89067
C 2.33574 -1.82683 1.67104
C -1.63291 -3.98263 -0.39039
C -2.27470 -0.81933 2.55981
C 4.47730 0.33485 0.92495
C 1.58476 3.23297 -3.59721
C -2.95859 -1.05004 -1.75708
C -1.36568 -1.82241 2.22635
C 3.07921 2.80122 1.82131
C -2.62856 -3.32440 3.66651
C 0.62769 4.95671 -1.33813
C 3.35562 -2.94198 1.55310
C -2.82205 1.37171 -0.81173
C -3.98012 2.30332 -0.89387
B -0.90643 2.68025 1.76265
B -0.12641 0.39006 -4.33169
H 4.36107 -2.54061 1.67334
H 0.81925 3.69662 -4.21869
H 5.39417 0.93326 0.94978
H -4.91596 1.75304 -0.76651
H -3.28537 -1.26403 -0.73869
H 2.39148 -1.30149 2.62763
H -1.41781 -6.11669 -0.69408
H -2.09958 -1.66685 -2.01594
H -2.09453 -5.66950 0.87616
H 1.62208 5.33658 -1.08728
H 4.08136 3.24084 1.88186
H 2.35954 3.60693 1.66467
H 4.82436 2.60976 -0.85731
H 0.80855 -3.20062 2.04939
H -4.02549 -0.25106 3.64228
H -2.13434 0.17328 2.16543
H -3.08887 -5.56575 -0.58672
H 3.28896 -3.40493 0.56739
H -1.68628 -3.71897 -1.45173
H 2.07114 2.46643 -4.19253
H -3.98816 2.72459 -1.90049
H -3.91681 3.08494 -0.14315
H 4.63032 -0.47204 0.20385
H 4.35749 -0.10896 1.91684
H 2.30746 3.99163 -3.29395
H -3.76784 -1.29753 -2.44850
H 3.20342 -3.71247 2.31363
H 2.47585 -1.09386 0.87755
H 3.28527 3.33211 -1.27932
H -2.75412 -4.31251 4.09340
H -0.92043 -3.91435 2.56212
H 2.84973 2.35924 2.79457
H -2.29499 -3.30455 0.14861
H 3.73666 1.77396 -1.97772
H 0.39069 5.27941 -2.34972
H -4.36151 -2.50294 4.63695
H -0.08058 5.38162 -0.63104
H 0.35911 -4.31796 -0.45948
*
```

=====

# 4
Entry from the Open Molecules 2025 dataset: the ion C2H3N2S with charge +1 in a non-equilibrium geometry (the ωB97M-V functional and the def2-TZVPD basis).

Relative energy (zero: lowest compared OMol25 entry of this formula, charge and spin) (eV): 1.0867
LUMO energy (eV): -6.538

```
! wB97M-V def2-TZVPD RIJCOSX def2/J DEFGRID3
* xyz 1 1
S 2.24091 0.18883 0.16842
N 1.89144 -1.08205 -0.32052
N 0.44108 1.15938 -0.11898
C -0.52107 0.36566 -0.13692
C -1.32522 -0.58459 0.17014
H -1.77423 -0.78429 1.25910
H 0.58482 2.06459 -0.48376
H -1.53772 -1.32754 -0.53749
*
```

=====

# 5
Entry from the Open Molecules 2025 dataset: a cluster of 2 separate species, C4H10N2 in total in a non-equilibrium geometry (the ωB97M-V functional and the def2-TZVPD basis).

Relative energy (zero: lowest compared OMol25 entry of this formula, charge and spin) (eV): 6.6528
LUMO energy (spin up / spin down) (eV): 0.570 / 0.571

```
! wB97M-V def2-TZVPD RIJCOSX def2/J DEFGRID3
* xyz 0 1
N -1.25199 0.50956 -0.18897
N -2.15700 -0.53616 0.06553
C -1.75335 -1.71269 -0.54328
C 2.89666 0.72977 0.96118
C -1.30415 0.07930 1.08137
C -0.87307 1.15008 -1.18160
H 3.78191 0.36060 1.49642
H -0.42581 -0.51470 1.29707
H 3.24601 1.69978 0.44534
H -1.54450 1.33847 -2.05788
H 1.92139 0.94127 1.62929
H -0.26997 2.00436 -1.13610
H 2.58593 0.09561 0.12068
H -1.37794 -1.60150 -1.54361
H -0.91596 -2.16591 0.01892
H -2.55816 -2.37785 -0.46436
*
```

=====

# 6
Entry from the Open Molecules 2025 dataset: a structure of composition C37H28N5O2PS4Ti in a non-equilibrium geometry (the ωB97M-V functional and the def2-TZVPD basis).

Relative energy (zero: lowest compared OMol25 entry of this formula, charge and spin) (eV): 1.1429
LUMO energy (spin up / spin down) (eV): -3.530 / -3.609

```
! wB97M-V def2-TZVPD RIJCOSX def2/J DEFGRID3
* xyz 1 2
Ti -0.36722 -0.07325 0.21836
S -1.66278 1.13153 -2.12460
S 4.18903 -0.19164 -3.20562
S -1.36438 0.06671 7.40252
S -2.75975 -0.49176 0.68116
P -3.19831 0.46278 -1.05305
O -0.11964 -1.15213 -1.25283
O -0.25452 -1.92997 0.66561
N -0.41131 2.05219 0.42988
N 1.10944 2.31421 -1.33196
N 1.69353 -0.05508 0.37763
N -0.10260 -2.24641 -0.55603
N -0.09407 0.04876 2.38009
C -0.98602 -0.01534 3.34643
C 4.82965 -0.30096 -1.59136
C -1.19347 2.63988 1.35692
C -5.50256 1.54134 0.01980
C -3.81400 -0.15885 6.71473
C -1.71967 -0.09110 5.70944
C -3.02004 -0.01675 7.81144
C -4.71096 4.18695 -0.26132
C 3.95992 -0.19920 -0.43504
C -5.94471 3.88312 0.29160
C -6.34137 2.55983 0.43217
C 1.65554 -0.00648 4.04829
C 6.70457 -0.53889 -2.94250
C 3.96119 -0.01267 3.30359
C -4.27122 1.85002 -0.55100
C 4.44232 -0.10646 0.86517
C 1.21782 0.03034 2.70861
C -6.18902 -1.90132 -3.56959
C 6.18850 -0.48267 -1.63191
C -3.07518 -0.20206 5.51612
C 0.68462 -0.05097 5.05117
C -4.30058 -0.57175 -2.05696
C 2.56476 -0.19803 -0.60778
C -3.87201 3.17006 -0.69246
C 0.37388 2.86401 -0.31792
C -0.66311 -0.06324 4.71790
C -1.19033 3.98702 1.62381
C -0.32904 4.80846 0.90156
C 5.74005 -0.39386 -3.89105
C 0.44960 4.24384 -0.07764
C -4.63529 -0.09182 -3.31942
C -4.88926 -1.72537 -1.55770
C 2.16616 0.00366 1.64615
C -5.83718 -2.38840 -2.32076
C 3.06170 -0.01117 4.31255
C 3.54546 -0.03145 1.93379
C -5.58375 -0.75818 -4.07343
H -3.31410 0.04857 8.84364
H -6.93887 -2.41479 -4.15451
H 6.80548 -0.58312 -0.75374
H 5.02200 -0.02268 3.51283
H -5.85427 -0.38193 -5.04970
H 5.84624 -0.39809 -4.96133
H -7.30575 2.31985 0.85708
H -1.84643 4.39460 2.37609
H -6.60646 4.67802 0.60637
H -5.78871 0.50399 0.13704
H -4.60480 -2.10002 -0.58336
H -2.91583 3.38999 -1.15131
H 2.15773 -0.34041 -1.60140
H 0.64324 1.56943 -1.83777
H -4.40175 5.21770 -0.36714
H 7.74671 -0.68870 -3.17210
H 5.50454 -0.11176 1.06460
H -3.54050 -0.32573 4.55163
H -1.87036 1.98792 1.89449
H -2.02401 -0.02217 3.04148
H 3.38551 -0.02271 5.34416
H 1.10209 4.84662 -0.69255
H -4.14747 0.79636 -3.70026
H -4.88843 -0.22982 6.75708
H -0.29754 5.87236 1.08345
H 0.99013 -0.09831 6.08792
H 1.55116 2.98258 -1.94597
H -6.30468 -3.28283 -1.93309
*
```